Below is 2 unconnected molecules or ions with the total composition CClN5O2, with properties calculated with wB97M-V/def2-TZVPD.

Each line ends with the Löwdin charge.
Element x y z (Å)
C  -1.682  0.794  -0.554  -0.81
N  -1.177  1.496  -1.315  0.10
N  1.156  1.971  0.603  0.30
N  0.976  0.875  0.645  -0.16
N  0.529  -0.228  0.779  0.06
N  0.765  -1.318  -0.104  -0.42
O  0.102  -2.336  0.038  0.07
O  1.739  -1.209  -0.761  0.11
Cl  -2.409  -0.046  0.668  0.75

Atomic forces in eV per Å
C -0.5 0.1 0.6
N 0.0 -0.3 -0.1
N 0.8 0.6 0.1
N 0.7 1.7 -1.6
N -2.7 -3.6 2.3
N 0.6 -1.1 1.1
O -0.1 2.1 0.2
O 1.5 0.3 -1.9
Cl -0.1 0.2 -0.7

Energy: -25097.6680 eV
HOMO: -0.41807 Eh